Entry 1:
Here is a structure of composition C31H32Cl2LuN2O7P3S from OMol25. Energies are from ωB97M-V/def2-TZVPD.

Its relative energy (zero: lowest compared OMol25 entry of this formula, charge and spin) is 8.6 kcal per mole. The value obtained for the HOMO energy is -0.0120 hartree. Its molar mass is 915.466 g mol⁻¹. Its energy is -5415.2656 a.u. As for the maximum force: 3.65 eV/Å. The value obtained for the gap between HOMO and LUMO is 4.00 eV.

```
! RIJCOSX wB97M-V def2-TZVPD def2/J DEFGRID3
* xyz -2 1
Lu -0.33493 0.27644 -0.79923
O 0.92817 3.24093 1.88873
P -0.54453 2.59053 1.77276
O -1.57262 3.52468 2.26797
O -0.69512 2.10265 0.30379
O -0.40766 1.23688 2.66744
P 0.61736 -0.02600 2.40679
O 2.11466 0.57930 2.55156
O 0.33540 -1.03280 3.44221
O 0.58049 -0.40094 0.95582
H 1.56135 2.64901 1.39494
H 2.28393 0.80183 3.55435
C 0.33008 6.87001 -0.61080
C -0.59962 6.38682 -1.73044
C -1.96163 6.05262 -1.05147
C -0.96533 7.58921 -2.61502
C 0.10265 5.23843 -2.51434
C 0.73084 5.46185 -3.78359
C 1.31564 4.46741 -4.53448
C 1.18448 3.17505 -4.08556
S 1.84809 1.75008 -4.84940
C 1.27238 0.81460 -3.44060
N 0.54110 1.54983 -2.57547
C 0.45717 2.86751 -2.89818
C -0.00235 3.90908 -2.08868
C 1.50935 -0.59709 -3.29251
C 2.19153 -1.43466 -4.23259
C 2.51810 -2.76985 -3.91525
C 2.29046 -3.21477 -2.62886
C 1.48524 -2.42189 -1.76896
C 1.10605 -1.17817 -2.07385
H 0.03977 7.85733 -0.22516
H 1.34322 7.05933 -0.99636
H 0.42276 6.17920 0.23924
H -2.26779 6.99651 -0.61497
H -1.88716 5.29692 -0.27196
H -2.61918 5.67281 -1.79362
H -1.30890 8.43769 -2.02999
H -1.76285 7.31954 -3.31631
H -0.11576 7.84166 -3.23075
H 0.82508 6.51262 -4.12499
H 2.02328 4.60702 -5.42875
H -0.39971 3.66560 -1.10589
H 2.39458 -0.98154 -5.22317
H 2.84264 -3.44382 -4.62878
H 2.71445 -4.13936 -2.27242
H 1.26671 -2.68152 -0.73878
Cl -2.46978 -2.66092 1.60156
C -3.71487 -1.95456 0.64466
C -5.00894 -2.28779 1.03604
C -6.07439 -1.58713 0.45188
C -5.86664 -0.77462 -0.61092
C -4.61501 -0.31979 -0.97879
Cl -4.51785 0.77378 -2.27725
C -3.39582 -0.96209 -0.41923
N -2.23826 -0.59833 -0.88205
H -5.01614 -3.02600 1.89386
H -7.01930 -1.71536 0.93044
H -6.72900 -0.33763 -1.11162
C -0.57580 -4.44484 3.58095
P 1.06020 -3.80751 3.18283
C 1.80412 -3.25040 4.79929
C 1.89201 -5.41594 2.97672
C 2.35335 -6.16572 4.05368
C 2.81040 -7.48360 3.83813
C 2.93871 -8.02579 2.54428
C 2.48687 -7.28861 1.44222
C 1.95593 -6.00149 1.71186
H -1.09618 -4.63099 2.60714
H -1.06221 -3.67459 4.22532
H -0.41142 -5.37291 4.12824
H 1.37210 -3.90066 5.60760
H 1.55182 -2.13304 4.77554
H 2.93304 -3.26463 4.80413
H 2.36309 -5.77286 5.08864
H 3.15277 -8.02243 4.73179
H 3.48941 -8.95997 2.43517
H 2.35688 -7.70809 0.39201
H 1.55905 -5.48410 0.84145
*
```

---

Entry 2:
Here is a structure of composition C31H32Cl2LuN3OPSe3SiTe from OMol25. Energies are from ωB97M-V/def2-TZVPD.

Its relative energy (zero: lowest compared OMol25 entry of this formula, charge and spin) is 0.0 kcal per mole. The value obtained for the HOMO energy is -0.1464 hartree. Its molar mass is 1132.030 g mol⁻¹. Its energy is -11699.4498 a.u. As for the maximum force: 2.43 eV/Å. The value obtained for the gap between HOMO and LUMO is 6.02 eV.

```
! RIJCOSX wB97M-V def2-TZVPD def2/J DEFGRID3
* xyz -1 1
Lu 12.15029 8.45745 11.81485
C 10.45307 5.27588 14.35310
C 10.33555 6.71544 14.66565
C 9.77538 7.06738 15.89936
C 9.69079 8.41787 16.24744
C 10.13960 9.38111 15.35792
C 10.70978 8.98249 14.12059
N 10.85740 7.66744 13.82585
N 11.12601 9.87600 13.19238
Si 11.04500 11.60656 13.45622
C 9.21521 12.05146 13.34215
C 11.99817 12.15968 15.00012
C 11.90241 12.50113 11.98881
H 9.52021 4.79502 14.72201
H 11.28347 4.77788 14.88149
H 10.53729 5.14843 13.28241
H 9.38210 6.27368 16.57817
H 9.27624 8.66324 17.21886
H 10.05566 10.42946 15.64643
H 8.59665 11.54146 14.07330
H 8.81131 11.70297 12.36817
H 9.12466 13.13489 13.38518
H 11.73522 11.66888 15.94757
H 11.88277 13.24219 15.06232
H 13.06912 11.97418 14.80418
H 11.16832 12.60860 11.18940
H 12.80221 11.97027 11.63598
H 12.17986 13.49902 12.31704
Se 12.68626 5.94060 9.95636
Se 13.14477 5.14941 12.11893
Te 14.85201 6.81286 13.35548
Se 14.44166 9.21352 13.38028
Cl 9.47373 11.61028 8.69132
C 11.04898 11.03240 8.38334
C 11.77328 11.59086 7.32530
C 13.14714 11.33471 7.16982
Cl 14.00684 12.20197 5.96614
C 13.86590 10.47809 8.04018
C 15.21980 10.07490 7.91784
C 15.83498 9.33426 8.87777
C 15.04847 8.96520 9.98513
N 13.74882 9.26308 10.11654
C 13.12796 9.96877 9.15235
C 11.72446 10.15455 9.30825
O 11.15421 9.60131 10.31630
H 11.30528 12.30065 6.65870
H 15.77988 10.43824 7.03056
H 16.85946 8.97347 8.75403
H 15.44344 8.42825 10.83232
C 9.25768 5.06067 10.33564
P 9.33306 6.88747 10.57051
C 7.86108 7.07460 11.62692
C 7.50077 8.42154 11.85330
C 6.52744 8.74484 12.79565
C 5.89705 7.72327 13.55108
C 6.21919 6.40721 13.25594
C 7.20903 6.04981 12.31671
C 8.74961 7.35570 8.90567
C 7.45663 7.81756 8.61807
C 7.12464 8.14871 7.30848
C 8.08100 8.08249 6.27876
C 9.37069 7.66102 6.59736
C 9.71211 7.29112 7.90680
H 8.27047 4.80539 9.90679
H 9.42896 4.53901 11.27379
H 10.07085 4.74092 9.68514
H 7.98466 9.19950 11.23685
H 6.27724 9.80170 12.95118
H 5.13685 7.91190 14.33213
H 5.76307 5.56007 13.81616
H 7.38538 4.99583 12.09457
H 6.67717 7.81957 9.39126
H 6.11319 8.53585 7.08988
H 7.77816 8.29907 5.23637
H 10.15290 7.57123 5.82733
H 10.71658 6.95190 8.12535
*
```

---

Entry 3:
Here is a structure of composition C31H32ClF6N3O7S5Tc from OMol25. Energies are from ωB97M-V/def2-TZVPD.

Its relative energy (zero: lowest compared OMol25 entry of this formula, charge and spin) is 53.6 kcal per mole. The value obtained for the HOMO energy (spin up / spin down) is -0.4757 / -0.4756 hartree. Its molar mass is 966.387 g mol⁻¹. Its energy is -5021.9191 a.u. As for the maximum force: 3.40 eV/Å. The expectation value of S² is 3.7744. The value obtained for the gap between HOMO and LUMO (spin up / spin down) is 6.44 / 3.93 eV.

```
! RIJCOSX wB97M-V def2-TZVPD def2/J DEFGRID3
* xyz 2 4
Tc 0.06883 -2.04653 -0.25057
F -4.63170 -4.66694 -1.97844
C -4.25734 -3.43075 -1.87281
F -5.13993 -2.74338 -1.17566
F -4.05001 -2.89863 -3.06729
S -2.58204 -3.47969 -0.94068
O -2.86595 -3.60302 0.44545
O -1.85176 -2.22005 -1.24527
N -1.91682 -4.70360 -1.56830
S -0.43873 -5.14897 -1.54448
O -0.37269 -6.52820 -1.23402
O 0.34583 -4.13128 -0.81805
C 0.14671 -4.93767 -3.28017
F 1.36912 -5.36863 -3.50748
F 0.08390 -3.64163 -3.43890
F -0.69193 -5.65637 -4.07411
S 2.23032 -2.02036 0.74541
C 3.07906 -0.77934 -0.12492
N 4.29783 -0.36517 0.17156
C 5.07018 0.59808 -0.70459
C 4.10672 1.60489 -1.27698
N 2.99767 0.86175 -1.94788
C 2.39948 1.38166 -3.24931
C 2.65935 2.88695 -3.36537
C 1.76879 3.78407 -2.77363
C 2.06076 5.14792 -2.75038
C 3.24260 5.65658 -3.24914
C 4.10470 4.80729 -3.90193
C 3.81156 3.45320 -4.02859
C 2.50265 -0.23362 -1.43326
S 1.15085 -1.08435 -2.16030
C 5.06037 -0.70729 1.47156
C 5.26685 0.51534 2.31565
C 6.51555 0.83909 2.71588
C 6.80460 2.07718 3.27590
C 5.79152 3.00034 3.58136
C 4.47131 2.63478 3.16882
C 4.20073 1.40128 2.55189
H 5.54500 -0.13282 -1.35179
H 5.80699 1.03220 -0.05698
H 4.64856 2.21961 -2.03195
H 3.68812 2.13599 -0.41659
H 1.35297 1.05417 -3.05060
H 2.85929 0.83435 -4.05683
H 0.89104 3.42239 -2.30925
H 1.28065 5.77708 -2.32595
H 3.57095 6.70380 -2.96325
H 5.10730 5.13555 -4.28342
H 4.47219 2.82480 -4.60129
H 6.00583 -1.21425 1.26480
H 4.45716 -1.47726 1.97539
H 7.30934 0.13795 2.43993
H 7.83266 2.22493 3.60511
H 6.02284 3.88103 4.11060
H 3.73780 3.39919 3.37748
H 3.12641 1.17700 2.27479
C -4.06458 0.64127 -0.85603
C -4.84217 0.83731 0.40876
C -6.21056 0.97075 0.25860
C -7.04275 1.21038 1.31930
Cl -8.70633 1.51785 1.07859
C -6.41852 1.25113 2.59515
C -5.06967 1.12134 2.74580
C -4.25228 0.88393 1.63413
O -2.90689 0.53676 1.85939
C -1.83772 1.34509 1.43913
C -0.80242 0.68733 0.56555
O 0.01433 1.33365 -0.05483
O -0.83419 -0.61498 0.65047
H -4.00760 1.60796 -1.41393
H -4.60504 -0.06688 -1.48635
H -3.11062 0.16610 -0.72824
H -6.68643 0.94051 -0.69852
H -7.10969 1.44374 3.39631
H -4.63482 1.15356 3.73834
H -1.31005 1.80369 2.32699
H -2.15311 2.18123 0.78798
C -6.21555 -2.57060 2.57607
S -5.15554 -3.95986 2.27291
C -4.41756 -4.19793 3.92363
H -5.95863 -1.59570 2.05801
H -6.24200 -2.29810 3.62839
H -7.22010 -2.73362 2.21731
H -5.18888 -4.34978 4.61727
H -3.62590 -3.43877 4.10665
H -3.90874 -5.19803 3.95193
*
```